Entry 1:
48
Properties=species:S:1:pos:R:3:nbo_charge:R:1 method="wB97M-V/def2-TZVPD" charge=-1
H 0.24392 0.17371 2.17228 0.2467
C 0.33150 2.28406 2.06737 -0.0559
O -2.56183 3.62144 -2.12107 -0.5053
H -2.70522 -1.66845 -3.03640 0.2241
C 1.58887 -1.67063 0.49847 -0.1284
O 1.04811 -0.93799 -2.45060 -0.3967
H 3.73688 -1.61209 0.69588 0.2122
C 0.38025 -2.16487 2.56243 -0.1737
C -0.73211 3.35262 0.16607 -0.2849
N -2.72012 2.37476 -2.08740 0.4842
O 1.08774 1.35097 4.03917 -0.4455
H 1.58062 -1.37858 -0.52885 0.2541
C -1.79124 1.62098 -1.42558 -0.1061
O -3.64362 1.76579 -2.70283 -0.5326
O -1.50989 -2.55256 -0.49810 -0.9514
H -0.55719 -2.18442 3.09329 0.2435
C 0.41220 -1.84866 1.18085 -0.3627
C -0.92337 2.09990 -0.43520 0.1074
C 2.80075 -2.03119 2.55971 0.0096
H -2.79972 -0.25401 -1.37087 0.2565
H -0.81362 -0.08329 -5.17919 0.2034
C -1.22246 -0.28772 -2.96524 0.0684
N 0.27993 -0.03144 -2.78535 0.5237
H 4.20683 -2.81654 4.04426 0.2138
N -0.78726 -0.20803 -0.52545 -0.6974
O -2.07306 -1.15784 1.48543 -0.9268
H 4.05560 -1.03606 4.03888 0.2340
O 0.55576 1.19339 -2.82359 -0.3789
S -1.17184 -1.51843 0.44758 2.3457
C 2.78335 -1.77139 1.18370 -0.2207
C 0.11260 0.99036 1.46259 -0.1756
H -0.04059 4.42971 1.95783 0.2420
H -2.50898 0.06802 -4.74291 0.2252
H -1.41410 -2.03137 -4.13476 0.2007
H -1.21127 -2.39125 -2.40850 0.2737
C -1.50959 0.38970 -4.38594 -0.5992
C -1.62329 -1.68825 -3.13757 -0.6394
C 4.07982 -1.93614 3.38463 -0.6349
C 1.59669 -2.30475 3.23666 -0.2136
C -1.76448 0.16239 -1.62494 -0.0540
N 0.82217 2.40828 3.41168 0.5029
O 0.93186 3.55435 3.92451 -0.4397
C -0.35630 0.93613 0.15507 0.0821
C -0.14999 3.47100 1.41325 -0.1603
H 1.58511 -2.53158 4.32070 0.2157
H 4.97089 -1.84823 2.73942 0.2115
H -1.22630 4.21046 -0.39414 0.2563
H -1.37400 1.48776 -4.47723 0.2464

=====

Entry 2:
76
Properties=species:S:1:pos:R:3:nbo_charge:R:1 method="wB97M-V/def2-TZVPD" charge=+1
H 1.08087 -6.75289 1.48216 0.2228
C 0.01719 5.81333 -0.54569 0.2805
N 1.30246 0.93544 0.06892 -0.5635
H -4.44839 2.85022 -1.68341 0.2123
H 5.68235 0.52104 -2.20719 0.2169
H 3.17093 -4.67400 1.06098 0.2090
H 5.74391 -1.03310 -1.36386 0.2046
C -6.10292 3.90203 1.81258 -1.1328
H -0.40087 -5.89461 1.04553 0.2108
C 1.93060 -0.22180 -0.20331 0.1727
H 3.77419 -1.22592 -0.57451 0.2201
H -4.71539 6.03358 -0.21398 0.2361
H -5.45324 1.76097 -0.70540 0.2291
H -3.16489 5.24346 -0.55515 0.2233
C -0.93414 -2.37100 -0.94336 0.0385
C 4.10606 0.81436 0.00592 0.0853
H 3.43235 -4.88099 -0.68483 0.2124
H 1.48776 -5.76129 -2.16774 0.2161
H -1.95757 -2.20746 -1.26036 0.2039
C -6.29639 -2.04517 0.21264 -0.1352
C 1.06162 -6.16153 -1.24556 -0.5977
H 5.94664 2.73128 -0.78593 0.2153
Si -4.67244 3.69336 0.64780 1.4879
H -7.20960 -2.60767 0.35779 0.2354
Cl 1.39385 7.15515 1.23943 0.0868
C 1.61806 -2.70327 -0.15014 -0.2529
Se -3.05273 2.49002 1.65982 -1.0857
N -3.96268 -0.61420 -0.16906 -0.5424
H 5.64630 -1.12468 1.15187 0.2062
C 6.29002 2.08587 0.02535 -0.6078
Ba -1.35784 1.28998 -0.46960 1.8109
I -3.89141 -0.57479 -3.07688 0.1373
C 0.67224 -5.77866 1.20853 -0.5944
C 3.31064 -0.29590 -0.27832 -0.1959
H -6.12356 3.27322 -1.33345 0.2429
H 3.97101 2.88050 0.62719 0.2379
H -6.90717 4.47097 1.33572 0.2361
C -0.46693 -3.65181 -0.74105 -0.2024
H -1.13962 -4.48585 -0.88714 0.2238
C 5.62612 0.70930 -0.03448 -0.0970
C 3.43840 1.97986 0.35972 -0.2537
C 1.37706 -5.24928 -0.05190 -0.0966
H -3.80087 -0.49236 1.88151 0.2309
C -5.22588 2.80896 -0.91276 -1.1301
H -5.79075 4.43795 2.71063 0.2482
H 5.76356 0.35506 2.11391 0.2167
H 3.21492 -6.28436 0.35951 0.2281
C -3.95603 5.35619 0.19080 -1.1337
H 6.10059 2.58885 0.97525 0.2116
Cl -1.29497 7.87774 0.44285 0.1132
C 2.88785 -5.25952 0.18371 -0.6084
C 6.07198 -0.11958 1.18062 -0.5928
H -6.50252 2.93300 2.11766 0.2415
H -5.89278 -1.77492 2.31409 0.2391
C -5.56625 -1.58813 1.30058 -0.2488
C 6.06995 0.00704 -1.32537 -0.5987
N -0.13489 4.72741 -0.87689 -0.3333
H -6.38286 -2.12277 -1.94547 0.2433
H 7.36950 1.97054 -0.07227 0.2268
H 2.63129 -2.78596 0.21067 0.2301
H -0.01077 -6.29260 -1.39199 0.2088
C 0.84865 -3.84731 -0.32724 0.0856
C -4.40141 -0.87856 1.06897 0.0600
H 7.15942 -0.21138 1.18603 0.2235
Cl 0.88331 8.12485 -1.44562 0.0957
C 1.08713 -1.44425 -0.39581 0.1833
C -4.67638 -1.05157 -1.18448 0.0911
H 7.15903 0.00794 -1.38252 0.2251
N -0.18654 -1.27405 -0.77867 -0.5485
H 1.52435 2.91688 0.59274 0.2087
H 1.49329 -7.14880 -1.07435 0.2236
C 0.23187 7.20052 -0.09308 -0.2328
C -5.84955 -1.77645 -1.07252 -0.2809
H 0.81787 -5.09964 2.05124 0.2145
C 2.05611 2.00200 0.34985 0.0588
H -3.52107 5.81918 1.07877 0.2428

=====

Entry 3:
ORCA calculation (ωB97M-V/def2-TZVPD) on a molecular structure, C29H115F6MgN53O35S2.

```
241
Properties=species:S:1:pos:R:3:lowdin_charge:R:1
N 14.68089 -4.07962 24.06680 0.1588
H 16.12797 -1.20797 20.21716 0.0989
O 12.67197 -1.48192 18.49070 0.0080
H 9.80578 -6.66668 21.14618 0.0595
C 6.16225 -4.15809 21.87410 -0.8411
N 14.68656 -1.48997 17.82433 0.1971
H 7.00429 -1.42928 26.92573 0.0902
O 13.46777 6.49819 26.64248 0.0341
H 11.75880 -0.21699 19.68763 0.0654
H 10.83080 4.24259 24.47336 0.0325
O 8.71187 2.71425 25.13081 0.0288
H 10.37637 5.33053 17.32950 0.1207
H 10.80115 5.96705 28.27470 0.0991
C 8.02694 3.94232 21.29954 -0.6161
O 14.16810 -1.94250 22.46702 0.0236
F 10.79369 -1.45878 22.50604 0.1353
C 7.94061 -0.89968 19.68248 -0.7162
H 14.90071 4.52026 31.96537 0.0888
H 11.59836 3.84061 23.23192 0.0501
N 8.79186 -8.68658 23.19215 0.1738
C 14.81055 -1.29149 21.71482 -0.7726
N 13.32498 6.38892 24.48534 0.1889
H 12.10841 -6.17212 28.36318 0.1397
N 8.27860 -0.87453 18.38476 0.1589
H 15.34967 0.15992 30.59557 0.1037
H 12.56834 -4.38469 26.19820 0.0795
H 11.69443 -5.76820 22.83626 0.0737
N 7.28986 -4.75027 22.20507 0.1829
C 14.96143 -8.03286 22.66229 -0.7818
H 14.63437 -0.48629 17.92435 0.1527
N 9.87833 -5.21837 25.42524 0.1726
H 8.04534 3.69242 27.90570 0.0888
H 5.27878 4.64356 29.82306 0.1290
N 13.76194 -7.55933 22.97435 0.1702
O 4.84582 -1.00513 27.97304 -0.0061
N 8.48024 4.10979 20.09941 0.2034
N 7.58519 1.72177 26.74517 0.2247
F 11.17460 1.13451 27.11988 0.0898
N 13.64218 2.63606 31.99181 0.1832
C 8.29059 2.71582 26.27155 -0.7550
N 13.91544 6.55902 29.50753 0.1716
H 9.21820 7.90085 26.03861 0.1382
H 11.33610 5.86776 20.59150 0.1105
H 12.85918 -3.05528 25.03490 0.0718
N 12.61723 -5.40862 28.78539 0.2170
H 14.91105 4.43785 26.18857 0.0654
H 12.08886 5.05135 27.48173 0.0818
H 7.45695 -4.85093 23.19605 0.0567
N 14.96428 -8.73747 21.59652 0.1624
H 15.48278 -1.15033 24.06373 0.0718
H 9.96246 5.59378 29.87530 0.1185
H 5.96193 4.36647 31.69842 0.1125
H 13.20747 -5.62102 29.57697 0.1339
N 12.38440 -3.23332 29.04084 0.2061
H 17.17332 -5.90778 27.60655 0.1003
C 17.33687 -0.09985 30.18914 -0.8771
O 13.06868 0.95571 23.69238 -0.2622
H 12.61545 1.83465 19.22385 0.1120
N 16.55296 -3.75410 27.58343 0.1686
O 5.46007 0.85131 23.69789 -0.0092
O 9.85390 5.56726 25.55015 0.0200
H 12.87382 -4.55621 22.76271 0.0785
H 15.50236 3.46093 28.16003 0.0737
N 6.08316 -4.13012 20.65618 0.1598
N 10.66292 5.49139 29.15490 0.1753
H 14.77962 2.28981 27.52915 0.0231
N 6.59286 3.69712 31.28128 0.1694
H 13.64985 -7.08174 23.85721 0.0896
H 18.99119 -0.43066 29.15534 0.1209
H 10.25000 -0.36342 20.68651 0.0840
N 8.46917 -1.97771 20.22202 0.1866
H 7.94822 -0.96747 28.30008 0.0941
O 8.15952 1.10530 22.59351 -0.0479
O 15.96677 -7.75821 23.31045 0.0075
H 15.86945 -0.05740 28.96006 0.0632
H 15.99393 0.51770 24.38663 0.0911
H 7.22264 -0.52762 30.04213 0.0739
H 8.80363 -2.68413 19.58233 0.1154
N 4.62415 0.42551 25.75545 0.1538
H 14.06631 0.41634 22.16416 0.0703
O 12.16342 3.99837 18.21657 0.0436
H 13.66186 6.45562 28.53536 0.0436
H 8.60002 8.14094 24.38287 0.1292
H 10.03063 -5.86529 24.66471 0.0782
H 8.72392 0.73335 29.61290 -0.0066
O 15.51145 7.29033 31.10374 -0.0207
C 13.66405 -2.06188 18.05712 -0.8560
O 7.71270 -5.36840 24.89032 0.0473
H 9.42288 3.80336 19.90541 0.1118
H 15.64502 4.03462 21.70943 0.0564
H 4.45517 1.41229 25.88886 0.1082
H 8.11655 0.01029 17.92548 0.1152
H 8.52541 -2.08364 21.22488 0.0854
N 12.15032 4.38886 28.24163 0.1844
N 12.26560 1.99899 20.15696 0.2181
H 12.46392 4.67020 20.59059 0.0430
H 13.28593 3.30848 31.32770 0.0698
N 15.65988 -1.84519 20.84561 0.1911
N 14.74009 4.26191 32.92847 0.1703
H 16.37141 -2.76145 27.62560 0.0678
C 9.47803 6.44865 24.78506 -0.7857
S 9.79699 -0.80921 24.99237 0.7865
H 18.82534 -5.79020 27.12621 0.1112
N 17.99467 -5.33462 27.47623 0.1695
N 7.06655 -1.28511 27.92344 0.2042
H 13.72325 6.03951 23.62546 0.0939
N 9.30925 -7.39354 21.64140 0.1805
F 8.93765 -2.48427 23.03618 0.1436
H 11.02312 -1.71493 33.85051 0.1106
H 9.10627 6.98438 22.87225 0.1243
H 14.61183 -3.57966 17.43230 0.1162
C 6.64227 3.28522 30.02181 -0.7691
C 8.58736 -4.93068 25.55912 -0.7496
O 17.83611 0.05161 31.25266 0.0572
N 11.82341 5.19728 20.01437 0.1891
O 15.98730 -0.92305 27.20200 -0.0403
H 14.11493 -8.68671 21.05234 0.1088
H 4.98018 -1.90813 25.24049 0.1162
H 14.54793 4.54964 24.48878 0.0565
F 12.50218 2.67699 26.06936 0.0758
N 10.63801 0.60577 24.28797 -0.2949
N 16.14514 0.53884 25.38502 0.1895
H 11.90355 -2.36665 28.84652 0.1186
H 15.54010 -1.89066 17.46237 0.1452
H 9.41077 -3.50676 26.62074 0.0577
H 17.57301 -0.55769 28.23098 0.0641
N 8.51430 -3.92079 26.40861 0.1828
O 15.18609 3.13059 27.31915 -0.0347
O 9.26450 -0.00099 29.90403 -0.0498
H 12.72766 3.57267 28.09810 0.0998
O 11.22683 -5.80579 20.35151 -0.0305
H 8.67077 -1.66417 17.89204 0.1056
C 17.78389 -4.03752 27.31417 -0.8465
O 11.48592 3.67499 30.17355 0.0725
H 7.96427 4.50944 19.32859 0.1211
H 5.07220 -1.57237 23.55117 0.0879
N 12.36096 -3.82282 20.55395 0.1895
O 10.69130 -7.47268 23.40975 -0.0086
H 5.65073 0.28119 30.06798 0.1136
H 13.38571 6.11365 30.24314 0.0959
H 12.61630 7.10210 24.58145 0.1168
H 12.90688 -3.94403 17.85656 0.1166
H 7.93733 -8.89961 22.69770 0.1169
O 7.46377 2.48725 29.62930 0.0245
O 10.63320 1.77894 21.72281 -0.0264
O 10.29861 -1.33409 26.26009 -0.2955
H 8.16767 0.88645 21.66169 0.0244
O 14.53993 2.31277 33.95005 0.0211
H 7.25703 0.94564 22.86964 0.0407
N 6.28299 -0.41029 29.69087 0.1743
H 6.36291 4.74850 20.55196 0.1093
H 10.48697 -4.89105 26.16179 0.0368
N 14.89803 -0.00901 21.78021 0.2019
O 12.57143 -1.06313 24.93522 -0.3113
N 11.23551 -1.83107 31.70012 0.1608
H 14.38524 -3.20583 23.65547 0.0404
C 11.89824 -4.98258 21.01031 -0.6850
H 12.05393 -3.52483 19.63906 0.0684
C 12.29730 1.31637 26.31827 -0.4817
O 13.14751 -0.71684 31.93712 0.0307
N 15.71900 -1.48753 24.98601 0.1946
H 13.23089 -3.29140 29.58874 0.1248
C 9.68619 -7.83354 22.77963 -0.7408
H 12.60100 2.83014 20.62257 0.0668
C 15.97523 -0.64598 25.97617 -0.6128
H 10.28392 6.37413 18.71729 0.1063
F 10.67904 -3.17275 23.89874 0.1491
C 10.10472 -2.07189 23.46539 -0.6156
H 10.40528 -2.14128 32.18447 0.1081
N 12.27016 -5.18203 22.24886 0.1963
N 11.98823 -1.46476 33.68906 0.1788
H 9.40330 5.31521 23.17823 0.0881
N 14.45346 4.91562 25.42539 0.2047
H 15.52634 -2.82888 20.65954 0.1192
H 15.23980 3.70713 23.38845 0.0261
H 11.29942 -1.93458 30.69747 0.0770
O 13.57787 4.25825 22.15868 -0.4232
Mg 9.69439 2.02031 23.39630 0.4515
H 7.42977 1.69382 27.74275 0.0734
C 14.88009 3.61616 22.36355 -0.2622
H 12.93209 -7.81791 22.45998 0.0821
N 10.79121 5.68656 18.17877 0.1599
H 16.21144 8.52923 29.18383 0.1250
N 15.64716 7.71763 28.97646 0.1551
H 7.97109 -4.92994 21.48137 0.0892
H 12.78901 -3.14937 21.17309 0.0747
H 14.92086 2.54057 22.19163 0.0156
H 15.03585 4.82639 33.71205 0.1204
H 7.63405 -3.42644 26.43827 0.0946
H 6.82303 -4.62124 20.17503 0.1118
C 14.35947 3.01121 32.97812 -0.8182
N 5.80810 3.93740 29.33189 0.1995
O 14.40138 -5.65822 25.67385 0.0250
H 7.28560 3.40411 31.95534 0.1233
N 11.03860 0.13638 20.30125 0.2197
H 9.25333 4.28230 26.78159 0.0838
H 15.16697 7.53656 28.10656 0.0886
N 8.66330 3.53665 27.12214 0.2349
O 10.90634 3.54423 23.82311 -0.0454
C 11.65657 4.93368 18.75563 -0.8407
C 5.10911 0.04555 24.58689 -0.7213
O 11.16531 -4.29314 27.56392 -0.0134
O 18.46053 -3.21187 26.88657 0.1006
O 7.40228 0.04037 20.23175 0.0552
H 8.58979 -7.90982 21.15568 0.1210
S 12.18632 0.32967 24.62130 0.6503
H 13.29041 1.68930 31.99431 0.0919
C 15.01713 7.16714 29.95604 -0.7371
H 12.75972 -1.21546 34.29136 0.1390
O 8.71442 3.49436 22.28652 -0.0638
N 6.79239 4.40992 21.40108 0.1920
H 16.25498 1.44318 25.82114 0.1010
C 14.13734 -4.59957 25.13540 -0.8049
N 4.89494 -1.23966 24.48817 0.1907
H 9.84789 0.37661 30.56228 0.0461
H 15.67863 -2.48731 25.12351 0.0870
C 11.50209 4.49621 29.32875 -0.8453
N 13.66567 -3.30772 17.65798 0.1966
C 5.98509 -0.88148 28.47447 -0.6954
H 5.25676 -3.81897 20.16593 0.1416
H 5.96056 3.96149 28.33375 0.1277
H 8.88286 -8.97418 24.15605 0.1256
H 15.98375 -4.37595 28.13967 0.1031
N 9.36233 6.26133 23.52932 0.2076
C 13.70988 5.95760 25.62578 -0.8221
H 4.56787 -0.19742 26.54847 0.0289
C 12.20988 -1.32742 32.42063 -0.7766
N 9.05253 7.58436 25.09389 0.1994
H 15.80621 -9.08746 21.16207 0.1219
C 11.99793 -4.34117 28.45264 -0.7476
H 15.39970 -4.62513 23.61313 0.1342
F 13.31491 0.86050 27.05368 0.1212
C 11.32050 1.31818 20.78961 -0.6242
H 15.68535 0.45035 21.34522 0.1253
N 16.10677 0.05543 29.93528 0.1864
O 5.28730 -3.64719 22.52787 0.0499
O 8.35925 -0.52502 24.98192 -0.3096
N 17.99555 -0.26957 29.10192 0.1729
H 7.48863 0.98716 26.05879 0.0748
N 13.10077 -3.93579 25.46669 0.2176
H 6.27161 4.55873 22.25357 0.1301
```

=====

| no. | F_max (hartree/bohr) | HOMO-LUMO gap (eV) | energy (Ha) |
| --- | --- | --- | --- |
| 1 | 0.05783 | 6.23 | -1915.0068 |
| 2 | 0.01426 | 6.78 | -5702.8225 |
| 3 | 0.25551 | 6.88 | -8305.9430 |